No. 1
Here is the molecule C10H16Br2O2 from the Open Molecules 2025 dataset. Energies are from wB97M-V/def2-TZVPD.

Positions of all 30 atoms, in Å:
C  -1.691933  -1.715466  -1.439262
C  -0.058190  0.533523  1.262192
C  -0.270676  -2.142101  -1.905004
C  -0.312563  -0.684073  0.458525
C  -1.627129  -0.608816  -0.415199
C  1.064444  -0.974811  -0.356700
C  1.319816  0.973153  0.843508
C  -2.003797  0.720206  -0.984784
C  2.384690  0.812397  1.974734
C  1.046635  2.490946  0.398667
O  0.770899  -1.199827  -1.709830
O  1.759977  0.219383  -0.257736
Br  2.124154  -2.430066  0.279310
Br  -3.062494  -0.996326  0.996322
H  -2.238850  -1.429047  -2.351632
H  -2.113754  -2.693060  -1.047814
H  -0.753922  1.364752  0.989544
H  -0.096848  0.397053  2.420469
H  -0.048177  -3.164617  -1.445678
H  -0.177626  -2.312387  -3.020856
H  -0.442333  -1.431214  1.271956
H  -2.117688  1.603747  -0.275563
H  -2.981724  0.725316  -1.460795
H  -1.407343  1.058157  -1.732535
H  2.054281  1.562933  2.825765
H  3.362468  1.001920  1.611856
H  2.458929  -0.292734  2.374469
H  1.961092  2.796483  -0.123714
H  0.801330  3.154198  1.196535
H  0.296328  2.660368  -0.376745

Forces on the atoms, in the same order (eV/Å):
0.540 -1.700 -0.828
-0.464 1.165 1.927
0.563 -1.656 -1.272
-0.172 -2.111 0.516
0.080 -0.648 1.594
-2.669 2.081 -0.635
0.116 2.556 1.142
-2.391 1.502 2.164
-2.083 -0.234 1.802
2.476 -1.215 -1.381
0.100 0.228 0.953
-0.222 -0.720 -0.959
0.462 -0.855 0.607
0.190 0.199 -0.456
-0.163 0.078 0.631
0.084 1.492 -0.290
0.392 -1.049 0.667
-0.108 0.018 -2.127
0.199 1.423 -0.308
-0.654 0.131 1.225
-0.064 -0.350 -1.348
0.377 -1.414 -0.480
-0.275 -0.639 0.089
2.490 0.670 -2.237
1.030 -1.660 -1.447
0.903 0.661 -0.324
-0.639 2.149 -0.663
0.103 0.505 0.424
0.110 0.235 0.875
-0.309 -0.840 0.140

The SMILES is CC1(C)C[C@@H]2[C@@](Br)(OCC[C@@]2(C)Br)O1. The value obtained for the orbital gap is 10.6 eV. The charge is 0.


No. 2
Here is C16H19BrI3InN7O3S as an isolated structure from the Open Molecules 2025 dataset. Energies are from wB97M-V/def2-TZVPD.

Positions of all 51 atoms, in Å:
In  0.540139  -1.572029  -0.395709
C  2.583328  0.782299  2.916423
C  1.872240  -0.199489  2.044424
N  1.761365  -0.077239  0.777087
N  2.299509  0.988426  0.129647
C  2.419136  0.811270  -1.167342
N  2.861370  1.854207  -1.878229
S  2.119716  -0.668443  -2.076892
C  1.249816  -1.423574  2.617090
C  1.271244  -1.683627  3.970155
C  0.647475  -2.828528  4.447951
C  0.021718  -3.686044  3.562700
C  0.053890  -3.374010  2.215261
N  0.665228  -2.277415  1.758689
H  2.843228  1.660683  2.337123
H  1.949354  1.076768  3.756444
H  3.498055  0.344060  3.323559
H  2.970125  2.742637  -1.416930
H  2.897186  1.807102  -2.879453
H  1.756947  -0.997508  4.650483
H  0.645564  -3.041519  5.509951
H  -0.492194  -4.574756  3.900808
H  -0.406742  -4.013456  1.473571
I  -1.637273  0.804781  2.568289
C  -3.471407  -0.165880  3.015172
I  -3.461859  -2.279925  3.104399
H  -4.180840  0.126942  2.253669
H  -3.769851  0.181729  3.993527
O  -1.125239  -1.815906  -1.957878
N  -2.078186  -1.603235  -1.186933
O  -1.668778  -1.360884  -0.015834
N  2.663035  -4.112233  -2.092586
C  1.375217  -4.289666  -1.762600
N  0.626225  -5.123935  -2.494610
O  0.863677  -3.698192  -0.771476
H  3.080127  -4.546980  -2.896027
H  3.203948  -3.446339  -1.570204
H  0.985201  -5.621672  -3.288605
H  -0.352438  -5.194375  -2.278799
Br  0.737073  4.490201  -3.770542
C  -1.043822  4.817910  -3.222108
C  -1.622599  6.006209  -3.642899
C  -2.925200  6.311344  -3.279318
C  -3.652586  5.430836  -2.492355
C  -3.076526  4.242726  -2.068771
C  -1.771995  3.931842  -2.432706
I  -0.996037  2.117531  -1.757729
H  -1.048230  6.689197  -4.254003
H  -3.368683  7.241300  -3.613609
H  -4.671219  5.664754  -2.206708
H  -3.639440  3.552129  -1.455590

Forces on the atoms, in the same order (eV/Å):
-0.104 -0.094 0.022
-0.059 -0.071 0.047
0.039 -0.034 0.104
-0.029 0.165 -0.170
-0.153 -0.182 -0.079
0.070 0.043 0.149
0.096 -0.115 0.009
-0.110 0.122 0.046
-0.051 0.008 -0.197
0.006 -0.066 0.309
0.034 -0.004 0.088
0.024 -0.002 -0.009
0.225 0.197 -0.063
-0.213 -0.098 0.030
0.019 0.030 -0.021
0.026 -0.024 -0.053
-0.034 -0.007 -0.004
-0.023 0.012 -0.004
-0.045 0.017 -0.037
-0.037 -0.041 -0.038
0.001 0.019 -0.048
0.031 0.013 -0.012
0.004 0.044 -0.008
-0.002 0.020 0.046
0.007 0.034 0.028
0.039 0.016 -0.026
-0.011 0.004 -0.021
-0.064 0.055 0.011
-0.485 -0.037 -0.212
1.035 -0.026 0.319
-0.238 0.014 -0.174
-0.178 -0.095 0.066
-0.073 0.084 -0.094
0.090 0.013 0.084
0.137 -0.057 -0.080
-0.007 0.012 -0.022
0.032 0.066 0.013
0.008 -0.016 -0.029
-0.016 0.013 0.013
-0.011 -0.065 0.042
-0.090 -0.052 0.084
-0.093 0.069 0.005
0.012 0.019 -0.011
-0.011 -0.012 0.007
-0.022 0.100 -0.051
0.109 0.004 -0.034
0.015 -0.007 -0.022
-0.014 -0.021 0.009
0.028 -0.052 0.016
0.067 -0.018 -0.014
0.017 0.008 -0.016

The energy above the lowest of the compared OMol25 structures with the same formula, charge and spin comes out at 4.30 kcal/mol. The value obtained for the orbital gap is 7.5 eV. The charge is +1.


Computed values of E_LUMO (unit: eV) for the preceding records, in sequence: 0.633 -3.301.
Computed values of largest force on an atom (unit: eV Å⁻¹) for the preceding records, in sequence: 3.56 1.08.